No. 1
Computed, not measured: a single C25H30N2O4 molecule, with ωB97M-V with the def2-TZVPD basis set.

Cartesian coordinates (Å):
O1 2.4875 4.6247 1.1728
C1 2.4832 3.5273 0.6445
N1 3.6342 2.8746 0.3436
C2 3.6845 1.5668 -0.2899
C3 3.6017 0.4213 0.6923
C4 2.4219 -0.2971 0.8371
C5 2.3335 -1.3259 1.7584
C6 3.4260 -1.6517 2.5433
C7 4.6139 -0.9582 2.3871
C8 4.7027 0.0676 1.4627
H1 5.6400 0.5884 1.3323
H2 5.4760 -1.2193 2.9828
H3 3.3559 -2.4513 3.2655
H4 1.4106 -1.8781 1.8607
H5 1.5704 -0.0543 0.2185
H6 4.6246 1.5063 -0.8463
H7 2.8598 1.4896 -1.0016
C9 4.8701 3.5167 0.7466
H8 5.7097 3.0340 0.2433
H9 4.8239 4.5669 0.4343
C10 5.0905 3.4713 2.2692
O2 6.3571 3.9699 2.6225
H10 6.3874 4.9099 2.4124
H11 5.0630 2.4390 2.6245
H12 4.2894 4.0336 2.7625
C11 1.2069 2.8232 0.3080
C12 0.6931 2.8116 -0.9845
C13 -0.4918 2.1613 -1.2548
C14 -1.1958 1.5115 -0.2382
C15 -0.7046 1.5622 1.0623
C16 0.4849 2.2192 1.3259
H13 0.8638 2.2495 2.3364
H14 -1.2347 1.0993 1.8795
O3 -2.3383 0.8873 -0.6320
C17 -3.0048 -0.0050 0.2470
C18 -4.3441 -0.3418 -0.4162
H15 -4.8758 0.5817 -0.6454
H16 -4.9430 -0.9330 0.2780
C19 -4.1033 -1.1301 -1.7065
N2 -3.3463 -2.3245 -1.4243
C20 -3.7632 -3.6068 -1.5625
O4 -3.0254 -4.5467 -1.3286
C21 -5.1750 -3.7961 -2.0403
C22 -5.5440 -5.1425 -2.5857
C23 -5.4066 -3.9824 -3.5168
H17 -4.5445 -3.9499 -4.1658
H18 -6.2974 -3.5521 -3.9510
H19 -4.7649 -5.8889 -2.5892
H20 -6.5300 -5.5277 -2.3764
H21 -5.9247 -3.2578 -1.4736
C24 -2.0443 -2.0464 -0.8583
C25 -2.1964 -1.2926 0.4628
H22 -1.2078 -1.0570 0.8587
H23 -2.7208 -1.9188 1.1862
H24 -1.5371 -3.0004 -0.7056
H25 -1.4678 -1.4383 -1.5647
H26 -5.0458 -1.3788 -2.1899
H27 -3.5183 -0.5039 -2.3899
H28 -3.1951 0.4900 1.2108
H29 -0.8984 2.1396 -2.2538
H30 1.2241 3.3133 -1.7806

charge: 0
SMILES string: O=C(c1ccc(OC2CCN(C(=O)C3CC3)CC2)cc1)N(CCO)Cc1ccccc1
total energy: -37582.0935 eV

***

No. 2
Computed, not measured: a single C25H30N2O5 molecule, with ωB97M-V with the def2-TZVPD basis set.

Cartesian coordinates (Å):
C1 1.2481 7.7662 0.0309
C2 1.5825 6.7747 1.1392
C3 2.6021 5.7173 0.7131
C4 2.0341 4.7047 -0.2772
H1 2.8254 4.0135 -0.5979
O1 1.0053 3.9871 0.3791
C5 0.3336 3.0275 -0.2924
C6 0.5683 2.6676 -1.6157
C7 -0.1667 1.6574 -2.2047
C8 -1.1294 0.9669 -1.4775
C9 -1.3834 1.3522 -0.1604
C10 -0.6781 2.3729 0.4374
C11 -0.9441 2.7986 1.8468
H2 -1.2095 3.8540 1.8752
H3 -0.0445 2.6752 2.4478
H4 -1.7519 2.2182 2.2839
H5 -2.1744 0.8670 0.3905
C12 -1.8114 -0.1705 -2.0991
C13 -1.9733 -1.3815 -1.4771
C14 -2.4330 -2.5299 -2.2079
O2 -2.8666 -2.5317 -3.3574
C15 -2.2037 -3.7348 -1.3143
O3 -2.4283 -4.9022 -1.5485
N1 -1.6679 -3.2534 -0.1668
C16 -1.2957 -4.1150 0.9285
H6 -1.2198 -3.5168 1.8388
C17 0.0151 -4.8581 0.6562
C18 0.1887 -6.0244 1.6366
O4 -0.9121 -6.8938 1.6976
C19 -1.1675 -7.6101 0.5061
H7 -1.9112 -8.3621 0.7630
H8 -0.2589 -8.1067 0.1464
H9 -1.5673 -6.9678 -0.2843
H10 0.2974 -5.6405 2.6550
H11 1.1012 -6.5811 1.3703
H12 -0.0129 -5.2423 -0.3644
H13 0.8706 -4.1863 0.7465
H14 -2.0891 -4.8585 1.0561
C20 -1.4727 -1.8182 -0.1250
C21 -0.0221 -1.4438 0.0787
C22 0.9262 -1.7513 -0.8902
C23 2.2351 -1.3471 -0.6878
N2 2.6346 -0.6818 0.3827
C24 1.7375 -0.4085 1.3119
C25 0.4024 -0.7690 1.2149
H15 -0.2905 -0.5185 2.0034
H16 2.1074 0.1283 2.1755
H17 3.0033 -1.5608 -1.4189
H18 0.6452 -2.2876 -1.7838
H19 -2.0715 -1.4032 0.6990
O5 -2.1905 -0.0060 -3.3561
H20 -2.5600 -0.8689 -3.6945
H21 0.0233 1.3797 -3.2296
H22 1.3278 3.1663 -2.1959
H23 1.6340 5.2146 -1.1621
H24 2.9399 5.1710 1.5953
H25 3.4681 6.1987 0.2555
H26 0.6732 6.2710 1.4698
H27 1.9900 7.3223 1.9914
H28 2.1517 8.2506 -0.3336
H29 0.5761 8.5344 0.4060
H30 0.7594 7.2740 -0.8061

charge: 0
SMILES string: CCCCOc1ccc(/C(O)=C2/C(=O)C(=O)N(CCCOC)[C@H]2c2ccncc2)cc1C
total energy: -39629.7203 eV

***

No. 3
Computed, not measured: a single C25H30N6O3 molecule, with ωB97M-V with the def2-TZVPD basis set.

Cartesian coordinates (Å):
C1 1.3960 6.5086 0.7774
H1 2.0825 7.3399 0.9195
H2 0.3784 6.8820 0.8671
H3 1.5640 5.7752 1.5622
C2 1.6103 5.8700 -0.5958
C3 0.7349 4.6620 -0.7681
C4 1.2352 3.3896 -0.5905
C5 0.4226 2.2610 -0.7366
C6 -0.9333 2.4340 -1.0679
C7 -1.4457 3.7216 -1.2320
C8 -0.6197 4.8130 -1.0835
H4 -1.0216 5.8067 -1.2198
H5 -2.4892 3.8525 -1.4822
N1 -1.7162 1.3228 -1.2354
C9 -1.3057 0.0195 -1.0805
O1 -2.0790 -0.8951 -1.3266
C10 0.0791 -0.1408 -0.6496
C11 0.8929 0.9297 -0.5314
H6 1.9248 0.7957 -0.2396
C12 0.4940 -1.5444 -0.3146
N2 -0.2618 -1.9927 0.8476
C13 -0.8307 -3.3150 0.7189
C14 0.1461 -4.3213 0.2169
N3 1.3280 -4.5757 0.7326
N4 1.8954 -5.4849 -0.0499
N5 1.1380 -5.8014 -1.0107
N6 0.0109 -5.0898 -0.8967
C15 -1.0569 -5.2408 -1.8447
C16 -1.3050 -3.9830 -2.6848
O2 -0.0713 -3.5319 -3.1965
C17 -0.2145 -2.4296 -4.0554
H7 -0.7742 -2.7049 -4.9577
H8 0.7908 -2.1175 -4.3297
H9 -0.7357 -1.6053 -3.5551
H10 -1.7797 -3.1821 -2.0989
H11 -1.9880 -4.2496 -3.5064
H12 -0.7419 -6.0572 -2.4989
H13 -1.9792 -5.5193 -1.3257
H14 -1.2034 -3.6309 1.6973
H15 -1.6807 -3.2495 0.0330
C18 0.4003 -1.6887 2.1017
C19 0.3377 -0.2032 2.3441
C20 1.4658 0.5475 2.6445
C21 1.3812 1.9159 2.8030
C22 0.1594 2.5706 2.6584
C23 -0.9770 1.8237 2.3693
C24 -0.8792 0.4524 2.2223
H16 -1.7610 -0.1237 1.9855
H17 -1.9392 2.2975 2.2533
O3 0.1824 3.9261 2.8189
C25 -1.0313 4.6285 2.7157
H18 -0.7905 5.6682 2.9311
H19 -1.4500 4.5541 1.7063
H20 -1.7656 4.2720 3.4452
H21 2.2544 2.5055 3.0347
H22 2.4228 0.0571 2.7515
H23 -0.1368 -2.2036 2.9035
H24 1.4441 -2.0401 2.1152
H25 1.5771 -1.5888 -0.1339
H26 0.2659 -2.1870 -1.1665
H27 -2.6834 1.4521 -1.5098
H28 2.2741 3.2465 -0.3326
H29 1.3843 6.6027 -1.3741
H30 2.6568 5.5780 -0.6970

charge: 0
SMILES string: CCc1ccc2[nH]c(=O)c(CN(Cc3ccc(OC)cc3)Cc3nnnn3CCOC)cc2c1
total energy: -41494.3668 eV

***

No. 4
Computed, not measured: a molecular structure, C25H30N6O5S, with ωB97M-V with the def2-TZVPD basis set.

Cartesian coordinates (Å):
C1 4.3101 3.7755 1.5650
N1 3.5261 3.8908 0.3614
C2 2.6366 2.9092 0.0143
C3 1.8815 2.9950 -1.1662
C4 1.0092 1.9924 -1.5290
C5 0.8417 0.8602 -0.7402
C6 1.5712 0.7752 0.4407
C7 2.4508 1.7703 0.8121
H1 2.9867 1.6570 1.7395
H2 1.4486 -0.0834 1.0866
C8 -0.1407 -0.2013 -1.1537
N2 -1.5138 0.1098 -0.7850
C9 -2.4767 -0.2033 -1.6924
O1 -2.2249 -0.4054 -2.8699
C10 -3.8395 -0.3224 -1.1540
C11 -4.2782 -1.1811 -0.1532
N3 -3.5195 -1.9598 0.6516
H3 -2.5803 -2.2057 0.3657
H4 -4.0441 -2.6254 1.2046
C12 -5.6997 -1.0754 -0.0420
N4 -6.2761 -0.2360 -0.8825
S1 -5.1999 0.4585 -1.8707
C13 -6.5064 -1.8589 0.9111
O2 -6.0233 -2.6829 1.6729
N5 -7.8258 -1.5854 0.8585
H5 -8.1571 -0.9152 0.1862
H6 -8.4667 -2.0887 1.4472
C14 -1.7908 0.5880 0.5560
C15 -2.8899 1.5983 0.5657
C16 -3.9903 1.7248 1.3627
C17 -4.6777 2.8759 0.9069
C18 -3.9434 3.3625 -0.1283
O3 -2.8549 2.6018 -0.3365
H7 -4.0823 4.2051 -0.7754
H8 -5.5923 3.2746 1.2942
H9 -4.2804 1.0707 2.1589
H10 -2.0562 -0.2283 1.2374
H11 -0.8673 1.0560 0.9149
C19 0.1997 -1.5953 -0.6122
O4 -0.5971 -2.2720 0.0141
N6 1.4267 -2.0215 -0.9527
H12 2.0784 -1.3808 -1.3814
C20 1.9907 -3.2626 -0.4834
H13 1.2256 -3.7689 0.1086
H14 2.2609 -3.8846 -1.3427
C21 3.2421 -2.9873 0.3681
H15 2.9489 -2.3861 1.2375
C22 3.9632 -4.2789 0.7682
H16 4.4765 -4.1431 1.7203
H17 3.2769 -5.1178 0.8527
C23 4.9789 -4.4449 -0.3607
H18 4.5162 -4.9228 -1.2242
C24 5.3270 -2.9911 -0.6757
H19 6.1493 -2.6406 -0.0367
O5 4.1682 -2.2224 -0.3952
H20 5.6030 -2.8293 -1.7206
H21 5.8520 -5.0217 -0.0660
H22 -0.1567 -0.2776 -2.2507
H23 0.4407 2.0873 -2.4426
H24 1.9798 3.8484 -1.8159
C25 3.5422 5.1418 -0.3563
H25 4.2027 5.8421 0.1490
H26 2.5439 5.5883 -0.4015
H27 3.9098 5.0052 -1.3782
H28 4.8484 2.8250 1.5795
H29 5.0463 4.5756 1.5949
H30 3.6916 3.8422 2.4683

charge: 0
total energy: -56426.3929 eV

***

No. 5
Computed, not measured: a gas-phase ion, C25H30NO3 (charge +1), with ωB97M-V with the def2-TZVPD basis set.

Cartesian coordinates (Å):
C1 -3.3016 -0.8052 2.6227
C2 -3.2586 0.6660 3.0697
C3 -1.8276 1.1753 2.6291
C4 -0.9840 -0.1194 2.7138
N1 0.3196 -0.2778 3.0296
C5 1.1637 0.8159 3.4992
C6 2.6502 0.5664 3.1788
O1 3.1093 -0.6947 3.6504
C7 2.3631 -1.7528 3.0349
C8 0.8694 -1.6694 3.2996
C9 -1.8697 -1.3362 2.7886
H1 -4.0403 -1.3480 3.1996
H2 -3.6178 -0.8980 1.5665
H3 -4.0960 1.2341 2.6282
H4 -3.2893 0.7878 4.1669
H5 -1.3935 1.9636 3.2335
H6 0.8052 1.7739 3.0748
H7 1.0700 0.8497 4.5913
H8 2.8154 0.7081 2.0833
H9 3.2535 1.2712 3.7529
H10 2.5236 -1.8065 1.9404
H11 2.7464 -2.6461 3.5223
H12 0.6838 -1.8584 4.3758
H13 0.3442 -2.4420 2.6947
H14 -1.7648 -1.9498 3.6951
H15 -1.6976 -2.0246 1.9667
C10 -6.1423 7.3639 2.4786
O2 -4.9151 6.9208 3.1319
C11 -4.1979 5.9168 2.5707
C12 -3.1254 5.3704 3.3339
C13 -2.5160 4.2159 2.8853
C14 -2.8732 3.5362 1.7234
C15 -2.0522 2.1947 1.4469
C16 -2.6489 1.3943 0.3119
C17 -1.7356 0.6238 -0.3857
C18 -2.1497 0.0019 -1.5437
C19 -3.4840 0.0681 -2.0089
O3 -3.7147 -0.6585 -3.1429
C20 -2.4488 -1.3359 -3.4950
C21 -1.3925 -0.8675 -2.4726
C22 -4.4231 0.7594 -1.2555
C23 -3.9918 1.4026 -0.1035
C24 -3.8173 4.2112 0.9008
C25 -4.5031 5.3569 1.3061
H16 -6.5347 8.1291 3.1577
H17 -5.8889 7.7900 1.4950
H18 -6.8591 6.5324 2.3616
H19 -2.8854 5.8080 4.3088
H20 -1.7264 3.8095 3.5086
H21 -1.0816 2.5934 1.1484
H22 -0.6704 0.5236 -0.1004
H23 -2.6021 -2.4285 -3.4591
H24 -2.1867 -1.0635 -4.5297
H25 -0.6027 -0.3121 -2.9834
H26 -0.9235 -1.7267 -1.9887
H27 -5.4544 0.8449 -1.5816
H28 -4.7192 1.9546 0.4709
H29 -4.0743 3.8461 -0.0881
H30 -5.3342 5.7660 0.6941

charge: +1
SMILES string: COc1ccc([C@H](c2ccc3c(c2)CCO3)[C@H]2CCCC2=[N+]2CCOCC2)cc1
total energy: -34035.9695 eV

***

No. 6
Computed, not measured: a molecular structure, C25H30NO6RbS, with ωB97M-V with the def2-TZVPD basis set.

Cartesian coordinates (Å):
Rb1 0.0627 -0.2609 0.5863
C1 3.2753 0.8991 -0.9383
O1 2.5323 0.7662 0.2611
C2 2.3126 1.9869 0.9747
C3 1.3506 2.9324 0.2780
O2 0.0311 2.4132 0.1187
C4 -0.8205 2.5568 1.2707
C5 -2.2286 2.1894 0.8599
O3 -2.4152 0.7945 0.6171
C6 -2.7782 0.0412 1.7777
H1 4.1759 1.4981 -0.7773
H2 2.6889 1.3550 -1.7399
H3 3.5692 -0.1002 -1.2491
H4 3.2643 2.5105 1.1081
H5 1.9286 1.6903 1.9539
H6 1.7036 3.1624 -0.7262
H7 1.3248 3.8711 0.8404
H8 -0.8160 3.6015 1.5952
H9 -0.4732 1.9296 2.1057
H10 -2.4624 2.6977 -0.0731
H11 -2.9258 2.5330 1.6286
H12 -3.6853 0.4468 2.2276
H13 -1.9823 0.0278 2.5313
H14 -2.9792 -0.9758 1.4455
O4 -0.0413 -2.3227 6.4296
C7 0.2050 -2.8718 5.2117
C8 0.2780 -4.2638 5.0906
C9 0.5454 -4.8642 3.8739
C10 0.7531 -4.0716 2.7515
C11 0.6804 -2.6902 2.8858
C12 0.3913 -2.0454 4.0935
C13 0.2132 -0.5195 4.1117
O5 -0.2252 0.0115 5.1244
O6 0.4805 0.0485 2.9919
H15 -0.1211 -3.0468 7.0623
H16 0.1230 -4.8761 5.9748
H17 0.5990 -5.9459 3.8066
H18 0.9952 -4.5233 1.7953
H19 0.8665 -2.0620 2.0296
N1 -0.2460 -2.7280 -0.7905
S1 -0.4803 -4.0053 -1.6900
C14 -1.8076 -5.0017 -1.0540
C15 -1.6543 -5.8472 0.0374
C16 -2.7713 -6.4995 0.5405
C17 -4.0195 -6.3068 -0.0444
C18 -4.1601 -5.4617 -1.1375
C19 -3.0492 -4.8024 -1.6449
C20 0.8497 -5.1850 -1.5075
C21 0.7431 -6.4543 -2.0690
C22 1.8135 -7.3277 -1.9754
C23 2.9827 -6.9359 -1.3268
C24 3.0810 -5.6650 -0.7817
C25 2.0100 -4.7768 -0.8735
H20 -0.2297 -2.9980 0.1989
H21 -0.6772 -5.9974 0.4885
H22 -2.6654 -7.1621 1.3904
H23 -4.8859 -6.8212 0.3525
H24 -5.1303 -5.3205 -1.5978
H25 -3.1458 -4.1354 -2.4945
H26 -0.1723 -6.7628 -2.5638
H27 1.7376 -8.3172 -2.4082
H28 3.8132 -7.6278 -1.2477
H29 3.9931 -5.3575 -0.2840
H30 2.0706 -3.7756 -0.4645

charge: 0
total energy: -51675.4176 eV

***

Maximum force? In order: 0.76 0.83 1.51 1.00 2.86 1.51 eV Å⁻¹.
Gap between HOMO and LUMO? In order: 9.396 8.282 8.260 8.090 6.596 8.077 eV.
Lowest unoccupied orbital energy? In order: 0.635 -0.406 0.255 0.555 -3.954 0.239 eV.